{
  "formula": "C49H36Br3CrN6O5PS",
  "method": "ωB97M-V/def2-TZVPD",
  "symbols": ["Cr", "C", "O", "C", "C", "C", "Br", "C", "C", "C", "O", "C", "N", "C", "C", "C", "C", "C", "C", "N", "H", "H", "H", "H", "H", "H", "H", "H", "H", "H", "H", "Br", "C", "C", "C", "N", "C", "C", "C", "C", "C", "Br", "C", "C", "N", "H", "H", "H", "H", "H", "H", "N", "P", "C", "C", "C", "C", "C", "C", "C", "C", "C", "C", "C", "C", "C", "C", "C", "C", "C", "C", "H", "H", "H", "H", "H", "H", "H", "H", "H", "H", "H", "H", "H", "H", "H", "O", "S", "O", "N", "C", "O", "C", "C", "C", "C", "C", "C", "H", "H", "H", "H"],
  "xyz": [[0.765, 0.294, -0.354], [-0.554, 2.723, 1.662], [-0.807, 1.310, 1.536], [-1.400, 0.760, 2.675], [-1.850, 1.531, 3.734], [-2.365, 0.897, 4.856], [-2.974, 1.968, 6.291], [-2.424, -0.468, 4.953], [-1.977, -1.264, 3.891], [-1.494, -0.633, 2.748], [-0.975, -1.302, 1.669], [-1.982, -2.725, 4.136], [-1.972, -3.183, 5.361], [-1.962, -4.560, 5.256], [-1.958, -5.543, 6.248], [-1.983, -6.862, 5.846], [-2.013, -7.217, 4.485], [-2.005, -6.263, 3.490], [-1.968, -4.933, 3.908], [-1.966, -3.740, 3.208], [-1.488, 3.284, 1.665], [0.035, 2.994, 0.803], [0.007, 2.930, 2.578], [-1.843, 2.606, 3.711], [-2.790, -0.960, 5.842], [-1.567, -2.003, 1.383], [-1.940, -5.271, 7.297], [-1.981, -7.647, 6.590], [-2.053, -8.266, 4.217], [-2.034, -6.519, 2.438], [-2.079, -3.738, 2.209], [5.975, 1.161, 3.595], [4.460, 0.988, 2.512], [3.196, 0.969, 3.079], [2.111, 0.832, 2.243], [2.216, 0.717, 0.913], [3.450, 0.704, 0.373], [4.587, 0.845, 1.142], [3.481, 0.392, -1.071], [4.594, 0.494, -1.883], [4.492, 0.075, -3.199], [5.958, 0.253, -4.353], [3.304, -0.462, -3.665], [2.225, -0.486, -2.806], [2.307, -0.048, -1.548], [3.062, 1.058, 4.147], [1.109, 0.804, 2.652], [5.564, 0.812, 0.680], [5.519, 0.906, -1.506], [3.206, -0.824, -4.679], [1.256, -0.851, -3.126], [0.468, 1.914, -1.108], [-0.219, 2.814, -2.185], [0.966, 3.741, -3.204], [0.863, 5.100, -3.489], [1.791, 5.704, -4.330], [2.815, 4.959, -4.893], [2.913, 3.598, -4.623], [1.990, 2.996, -3.786], [-1.325, 4.042, -1.438], [-0.787, 5.093, -0.691], [-1.624, 5.979, -0.031], [-3.003, 5.818, -0.105], [-3.543, 4.768, -0.834], [-2.707, 3.879, -1.499], [-1.236, 1.945, -3.412], [-1.632, 2.614, -4.572], [-2.448, 1.976, -5.493], [-2.863, 0.669, -5.267], [-2.471, 0.000, -4.117], [-1.663, 0.641, -3.186], [0.058, 5.688, -3.072], [1.708, 6.762, -4.549], [3.533, 5.434, -5.550], [3.705, 3.012, -5.076], [2.046, 1.935, -3.581], [0.290, 5.206, -0.618], [-1.204, 6.796, 0.543], [-3.657, 6.510, 0.411], [-4.617, 4.643, -0.892], [-3.130, 3.057, -2.064], [-1.299, 3.631, -4.751], [-2.757, 2.496, -6.392], [-3.496, 0.171, -5.991], [-2.788, -1.020, -3.940], [-1.371, 0.129, -2.284], [-1.521, -5.354, -2.633], [-1.471, -4.551, -1.461], [-2.584, -4.582, -0.541], [-1.183, -2.960, -1.801], [-0.244, -2.517, -1.033], [0.029, -1.257, -0.942], [0.495, -3.531, -0.222], [1.535, -3.347, 0.668], [2.079, -4.469, 1.285], [1.593, -5.740, 0.999], [0.527, -5.921, 0.123], [-0.010, -4.796, -0.463], [1.908, -2.354, 0.888], [2.886, -4.352, 1.997], [2.045, -6.605, 1.468], [0.137, -6.908, -0.091]],
  "forces_ev_per_angstrom": [[-0.8507, 1.0907, -0.1936], [-0.0163, -0.0832, 0.0153], [-0.1321, -0.1625, 0.5636], [0.0647, 0.2175, -0.0515], [-0.0532, -0.0138, -0.0506], [-0.0038, 0.1430, 0.0522], [-0.0007, -0.0251, -0.0247], [-0.0624, -0.2499, -0.0143], [-0.0101, 0.0647, -0.0761], [0.0874, -0.0763, -0.0429], [0.1972, -0.1227, -0.1447], [0.0690, -0.0195, 0.1633], [0.0572, 0.0718, -0.0115], [-0.0084, -0.0650, -0.1442], [0.0168, -0.0109, 0.0959], [0.0298, 0.0144, 0.0223], [-0.0104, -0.0243, -0.0247], [0.0521, 0.1857, -0.0499], [-0.0800, 0.0539, 0.1585], [0.0409, -0.3276, -0.2408], [-0.0399, -0.0208, -0.0222], [0.0726, 0.0033, -0.2205], [-0.0571, -0.0283, 0.0296], [0.0609, 0.0629, -0.0431], [0.0009, 0.0235, -0.0090], [-0.0304, 0.0093, -0.0984], [-0.0191, -0.0007, -0.0797], [-0.0202, 0.0273, -0.0156], [0.0224, 0.0441, 0.0054], [-0.0221, -0.0613, 0.0207], [-0.0816, 0.2585, -0.0424], [-0.0208, 0.0045, -0.0640], [0.0181, 0.0170, 0.1307], [0.1539, 0.0566, 0.0842], [-0.3806, 0.0486, 0.0363], [0.8075, 0.1159, 0.7779], [0.0692, 0.0017, -0.0377], [0.2078, 0.0256, -0.2429], [-0.0688, 0.0697, -0.1382], [0.1513, 0.0973, 0.1853], [0.0913, -0.0026, -0.1455], [-0.0242, -0.0242, 0.0562], [0.0312, 0.0127, -0.0274], [-0.2236, -0.0867, 0.0333], [0.6034, -0.2447, -0.1643], [-0.0551, -0.0174, -0.0206], [0.0737, -0.0118, -0.0514], [-0.0083, 0.0028, 0.0522], [-0.0031, -0.0379, -0.0403], [-0.0160, 0.0174, 0.0283], [0.0039, 0.0403, 0.0275], [-0.1311, 0.2457, -0.0147], [0.0185, -0.1334, 0.0663], [-0.0908, 0.0251, 0.0245], [0.0674, -0.0817, -0.0786], [-0.0312, 0.0366, 0.0146], [0.0210, -0.0006, -0.0096], [0.0116, -0.0448, 0.0038], [0.0383, 0.1133, 0.0436], [0.0248, -0.0643, -0.0241], [-0.0145, -0.0434, 0.0265], [0.0535, 0.0253, 0.0213], [-0.0208, -0.0327, -0.0013], [-0.0102, 0.0010, 0.0063], [0.0368, 0.0573, 0.0322], [-0.0002, 0.1614, -0.0245], [0.0062, -0.0937, 0.0117], [0.0134, 0.0472, -0.0111], [-0.0020, -0.0087, -0.0138], [-0.0055, -0.0574, 0.0032], [0.0155, 0.1268, -0.0680], [-0.0094, 0.0123, 0.0050], [0.0007, -0.0422, 0.0136], [-0.0228, -0.0121, 0.0226], [-0.0312, 0.0137, 0.0165], [0.0462, 0.0047, -0.0151], [-0.0285, 0.0326, -0.0137], [-0.0111, -0.0360, -0.0323], [0.0231, -0.0125, -0.0259], [0.0375, -0.0075, 0.0120], [-0.0188, 0.0411, -0.0046], [-0.0298, -0.0330, -0.0311], [0.0168, -0.0169, 0.0330], [0.0182, 0.0141, 0.0192], [0.0140, 0.0351, 0.0217], [-0.0107, -0.1097, 0.0691], [0.2419, 0.0071, -0.1879], [-0.4838, -0.1280, 0.5665], [0.2408, -0.0550, -0.0872], [0.0262, 0.0583, 0.0458], [-0.3668, 0.1824, -0.1152], [-0.3327, -1.5853, -0.2279], [0.1097, 0.1379, 0.0206], [0.0306, -0.0410, 0.0259], [0.0042, 0.0740, 0.0103], [0.0232, -0.0459, 0.0044], [-0.1110, -0.0992, -0.0388], [-0.0647, 0.1739, -0.1320], [0.0388, 0.0332, 0.0009], [-0.0006, -0.0250, -0.0373], [-0.0290, 0.0449, 0.0190], [-0.0056, 0.0415, 0.0289]],
  "mulliken_spin": [2.7193, -0.0103, -0.0190, 0.0235, -0.0002, 0.0000, 0.0000, 0.0004, 0.0072, -0.0019, 0.0050, -0.0005, 0.0000, 0.0000, 0.0000, 0.0000, 0.0000, 0.0000, -0.0001, -0.0001, 0.0010, 0.0180, -0.0016, 0.0001, 0.0001, -0.0063, 0.0000, 0.0000, 0.0000, 0.0000, -0.0003, 0.0032, 0.0173, 0.0015, 0.0491, -0.1845, 0.0882, 0.0019, -0.0412, 0.0016, 0.0068, 0.0014, -0.0080, 0.0045, -0.0300, -0.0002, -0.0136, -0.0008, 0.0000, -0.0002, -0.0015, 0.2491, -0.0476, 0.0268, -0.0039, -0.0004, 0.0009, 0.0025, 0.0017, 0.0208, 0.0044, 0.0023, 0.0009, 0.0002, -0.0050, 0.0170, -0.0006, 0.0012, -0.0007, -0.0012, -0.0043, 0.0005, -0.0002, 0.0001, 0.0000, 0.0038, -0.0022, 0.0001, 0.0001, -0.0002, 0.0004, 0.0000, 0.0002, -0.0001, 0.0000, -0.0023, 0.0016, -0.0002, 0.0026, 0.0335, -0.0232, 0.0398, -0.0052, 0.0163, 0.0077, -0.0003, 0.0006, 0.0001, 0.0321, 0.0002, 0.0000, 0.0000],
  "total_charge": 1,
  "e_tot_ev": -329244.69198,
  "homo_ev": [-10.0875, -10.0873],
  "s2": 3.77,
  "molar_mass_da": 1143.6,
  "lumo_energy_ev": [-3.994, -4.220],
  "spin_multiplicity": 4
}